Here is 2 unconnected molecules or ions with the total composition C5H17N2O in a non-equilibrium geometry from the Open Molecules 2025 dataset. Energies are from ωB97M-V/def2-TZVPD.

ORCA input file:
```
! RIJCOSX wB97M-V def2-TZVPD def2/J DEFGRID3
* xyz 1 1
C -0.32 -1.74 -0.70
N -0.73 -0.57 -1.47
C -1.77 -0.81 -2.45
C -0.34 -1.43 0.78
N 0.38 -0.11 0.93
C 0.26 0.40 2.32
C 0.91 1.77 2.42
H 0.64 -2.16 -0.99
H -1.09 -2.53 -0.84
H 0.03 -0.15 -2.00
H -2.76 -0.63 -2.01
H -1.76 -1.73 -3.03
H -1.77 0.08 -3.14
H -0.04 -2.25 1.41
H -1.32 -1.11 1.14
H -0.14 0.55 0.32
H 1.35 -0.01 0.61
H 0.59 -0.36 3.03
H -0.82 0.60 2.59
H 0.62 2.38 1.59
H 0.58 2.22 3.34
H 2.02 1.66 2.51
H 2.10 1.99 -1.99
H 0.68 2.52 -1.56
O 1.34 1.83 -1.42
*
```

Output
HOMO energy: -13.064 eV
Energy: -385.200167 a.u.
Relative energy (zero: lowest compared OMol25 entry of this formula, charge and spin): 25.46 kcal/mol
Gap between HOMO and LUMO: 0.380 Ha
M: 121.2 Da

---

Here is a molecular structure, C5H17N2O in a non-equilibrium geometry from the Open Molecules 2025 dataset. Energies are from ωB97M-V/def2-TZVPD.

ORCA input file:
```
! RIJCOSX wB97M-V def2-TZVPD def2/J DEFGRID3
* xyz 1 1
C -0.05 -0.88 -1.76
C -1.22 -1.33 -1.11
C 0.54 -1.47 -0.52
C 0.06 -1.25 1.14
C 1.21 -0.66 1.88
N 1.28 0.81 1.70
N -0.52 2.34 -1.94
H 0.29 0.23 -1.89
H 0.12 -1.43 -2.72
H -1.61 -2.29 -1.53
H -2.14 -0.78 -0.91
H 0.71 -2.56 -0.69
H 1.57 -1.17 -0.51
H -0.11 -2.28 1.46
H -0.79 -0.50 1.18
H 1.35 -0.93 2.94
H 2.06 -1.20 1.45
H 1.87 1.08 2.51
H -0.23 1.45 -0.19
H -0.17 3.21 -1.55
H -1.15 1.81 -1.25
H -1.01 2.74 -2.79
H -1.12 2.37 1.61
H 0.13 1.23 1.69
O -1.06 1.45 1.79
*
```

Output
HOMO energy: -12.043 eV
Energy: -384.777592 a.u.
Relative energy (zero: lowest compared OMol25 entry of this formula, charge and spin): 290.63 kcal/mol
Gap between HOMO and LUMO: 0.210 Ha
M: 121.2 Da

---

Here is 3 unconnected molecules or ions with the total composition C5H17N2O3 in a non-equilibrium geometry from the Open Molecules 2025 dataset. Energies are from ωB97M-V/def2-TZVPD.

ORCA input file:
```
! RIJCOSX wB97M-V def2-TZVPD def2/J DEFGRID3
* xyz -1 1
C -0.19 1.34 -0.45
N -0.38 1.20 0.98
C -1.81 1.17 1.37
O -2.35 -0.09 1.22
C 1.29 1.63 -0.80
C 2.18 0.43 -1.24
C 1.81 -0.88 -0.50
N 0.93 -1.68 -1.37
H -0.53 0.57 -1.15
H -0.72 2.24 -0.76
H 0.09 0.41 1.39
H -2.37 1.92 0.80
H -1.84 1.42 2.45
H 1.38 2.48 -1.47
H 1.83 1.92 0.10
H 2.29 0.19 -2.29
H 3.23 0.71 -1.03
H 2.65 -1.46 -0.12
H 1.29 -0.66 0.42
H -0.04 -1.61 -1.09
H 1.19 -2.65 -1.50
H -2.92 -1.98 -1.12
H -2.45 -0.75 -0.28
O -2.41 -1.17 -1.20
H -1.27 -1.50 2.04
H -0.32 -1.21 3.07
O -0.57 -2.00 2.53
*
```

Output
HOMO energy: -3.785 eV
Energy: -535.944707 a.u.
Relative energy (zero: lowest compared OMol25 entry of this formula, charge and spin): 9.06 kcal/mol
Gap between HOMO and LUMO: 0.281 Ha
M: 153.2 Da

---

Here is 3 unconnected molecules or ions with the total composition C5H17N2O3 in a non-equilibrium geometry from the Open Molecules 2025 dataset. Energies are from ωB97M-V/def2-TZVPD.

ORCA input file:
```
! RIJCOSX wB97M-V def2-TZVPD def2/J DEFGRID3
* xyz 0 2
C -2.50 0.56 -0.99
O -2.23 0.29 -2.26
C -1.53 -0.48 -0.11
C -1.30 -0.26 1.35
C -0.24 -1.14 2.07
C 2.07 -1.44 1.88
N 1.04 -0.81 1.50
N -0.20 -0.28 -0.77
H -3.60 0.23 -0.74
H -2.35 1.54 -0.66
H -2.82 0.18 -2.93
H -2.04 -1.49 -0.41
H -1.08 0.85 1.48
H -2.41 -0.35 1.84
H -0.10 -0.65 3.09
H -0.61 -2.18 2.19
H 3.04 -1.18 1.52
H 2.18 -2.24 2.48
H 0.14 -1.24 -0.95
H -0.39 0.04 -1.72
H 0.50 0.34 -0.25
H 1.71 0.72 -3.47
H 1.05 1.78 -2.73
O 1.17 0.85 -2.68
H 3.57 1.69 1.02
H 3.68 2.78 0.07
O 3.28 1.92 0.15
*
```

Output
HOMO energy (alpha / beta): -2.335 / -7.350 eV
Energy: -535.698749 a.u.
⟨S²⟩: 0.753
Relative energy (zero: lowest compared OMol25 entry of this formula, charge and spin): 73.63 kcal/mol
Gap between HOMO and LUMO (alpha / beta): 0.089 / 0.270 Ha
M: 153.2 Da

---

Here is a molecular structure, C5H17N2ORu in a non-equilibrium geometry from the Open Molecules 2025 dataset. Energies are from ωB97M-V/def2-TZVPD.

ORCA input file:
```
! RIJCOSX wB97M-V def2-TZVPD def2/J DEFGRID3
* xyz 1 5
C -2.25 -0.98 -3.16
Ru -0.30 0.03 -0.96
N 0.80 0.57 -2.62
H -1.20 -1.25 -0.77
H -2.57 -0.01 -2.81
H -2.99 -1.73 -2.88
H -1.27 -1.23 -2.63
H -2.05 -0.97 -4.25
H 1.78 0.30 -2.59
H 0.75 1.59 -2.65
H 0.35 0.21 -3.46
C -0.05 0.32 3.30
N 0.19 0.35 1.85
C -0.99 0.64 0.95
C 1.34 0.10 1.26
C 2.62 -0.33 1.91
O 1.30 0.15 -0.04
H -1.05 0.70 3.48
H 0.70 0.95 3.82
H 0.02 -0.71 3.71
H -0.71 1.37 0.00
H -1.69 -0.21 0.93
H -1.57 1.44 1.42
H 2.79 -1.39 1.72
H 3.46 0.24 1.48
H 2.59 -0.15 2.99
*
```

Output
HOMO energy (alpha / beta): -10.531 / -12.342 eV
Energy: -479.903269 a.u.
⟨S²⟩: 6.010
Relative energy (zero: lowest compared OMol25 entry of this formula, charge and spin): 32.86 kcal/mol
Gap between HOMO and LUMO (alpha / beta): 0.288 / 0.297 Ha
M: 222.3 Da

---

Here is 2 unconnected molecules or ions with the total composition C5H17N2OS in a non-equilibrium geometry from the Open Molecules 2025 dataset. Energies are from ωB97M-V/def2-TZVPD.

ORCA input file:
```
! RIJCOSX wB97M-V def2-TZVPD def2/J DEFGRID3
* xyz 1 1
C 0.76 1.41 -0.23
N -0.29 0.44 0.03
C 0.05 -1.02 0.14
C -0.98 -1.73 0.99
S -1.47 -3.38 0.51
C 1.49 -1.21 0.68
C 0.62 2.02 -1.63
N 0.16 0.96 -2.58
H 0.65 2.21 0.50
H 1.78 1.09 -0.09
H -0.80 0.78 0.83
H 0.02 -1.33 -0.88
H -0.75 -1.57 2.04
H -1.88 -1.15 0.88
H -0.31 -3.91 0.11
H 1.56 -2.16 1.19
H 1.89 -0.39 1.26
H 2.20 -1.24 -0.16
H 1.60 2.38 -1.97
H -0.09 2.83 -1.61
H 0.87 0.70 -3.26
H -0.64 1.12 -3.11
H 0.01 0.13 -2.01
H -2.20 1.81 2.72
H -2.29 0.30 3.16
O -1.95 0.91 2.50
*
```

Output
HOMO energy: -11.857 eV
Energy: -783.371105 a.u.
Relative energy (zero: lowest compared OMol25 entry of this formula, charge and spin): 31.41 kcal/mol
Gap between HOMO and LUMO: 0.315 Ha
M: 153.3 Da

---

Here is 2 unconnected molecules or ions with the total composition C5H17N3Si in a non-equilibrium geometry from the Open Molecules 2025 dataset. Energies are from ωB97M-V/def2-TZVPD.

ORCA input file:
```
! RIJCOSX wB97M-V def2-TZVPD def2/J DEFGRID3
* xyz 0 1
C -1.90 2.43 -0.14
C -0.91 -2.38 0.43
C -2.31 -0.84 -0.68
C 2.21 -1.13 -0.76
C 2.85 1.12 0.20
N -0.51 1.89 -0.37
N -0.91 -1.07 -0.22
N 1.77 0.15 -0.20
Si 0.08 0.33 0.22
H -2.40 1.86 0.53
H -1.75 3.33 0.48
H -2.38 2.70 -1.04
H 0.02 -2.37 0.99
H -1.90 -2.35 1.11
H -0.85 -3.15 -0.22
H -3.15 -0.85 0.04
H -2.29 0.10 -1.03
H -2.48 -1.52 -1.40
H 1.40 -1.76 -0.78
H 2.42 -0.94 -1.73
H 3.02 -1.43 -0.13
H 3.26 1.61 -0.80
H 2.35 1.71 0.87
H 3.59 0.41 0.67
H 0.17 2.60 -0.14
H 0.59 0.99 2.41
*
```

Output
HOMO energy: -7.613 eV
Energy: -654.336814 a.u.
Relative energy (zero: lowest compared OMol25 entry of this formula, charge and spin): 74.42 kcal/mol
Gap between HOMO and LUMO: 0.313 Ha
M: 147.3 Da

---

Here is 3 unconnected molecules or ions with the total composition C5H17NO2 in a non-equilibrium geometry from the Open Molecules 2025 dataset. Energies are from ωB97M-V/def2-TZVPD.

ORCA input file:
```
! RIJCOSX wB97M-V def2-TZVPD def2/J DEFGRID3
* xyz 0 1
C 0.30 -0.90 2.16
C 0.43 -0.35 0.79
C -0.85 0.38 0.22
C -1.12 1.52 1.29
N -0.54 0.80 -1.14
C -1.74 1.41 -1.75
H -0.02 -0.23 2.89
H 1.31 -1.24 2.55
H 0.02 -1.94 2.29
H 1.23 0.39 0.83
H 0.65 -1.17 0.06
H -1.66 -0.35 0.32
H -2.19 1.68 1.47
H -0.65 1.55 2.28
H -0.69 2.45 0.99
H 0.23 1.48 -1.11
H -1.42 1.90 -2.67
H -2.32 2.11 -1.02
H -2.28 0.51 -2.08
O 0.03 -2.35 -1.98
H -0.13 -1.37 -1.99
H 0.80 -2.67 -2.42
O 3.68 -1.00 -0.91
H 3.54 -1.93 -1.00
H 3.40 -0.69 -0.06
*
```

Output
HOMO energy: -9.307 eV
Energy: -405.872157 a.u.
SMILES: CC[C@@H](C)NC.O.O
Relative energy (zero: lowest compared OMol25 entry of this formula, charge and spin): 44.11 kcal/mol
Gap between HOMO and LUMO: 0.371 Ha
M: 123.2 Da